# 1
57
Properties=species:S:1:pos:R:3:nbo_charge:R:1 method="wB97M-V/def2-TZVPD" total_energy_ev=-114922.62242 charge=+1 multiplicity=1
C -2.62 -2.11 2.14 -0.66
C -1.04 -1.79 2.11 -0.25
Br -0.33 -1.02 3.80 0.04
C -0.60 -0.93 0.78 -0.26
N -0.65 -1.94 -0.35 -0.31
C -1.76 -2.06 -1.27 -0.05
C -1.39 -3.23 -2.21 0.14
Cl -2.30 -3.99 -3.57 0.12
N -0.09 -3.64 -1.72 -0.37
C 0.83 -4.71 -2.13 0.11
C 1.86 -4.66 -3.28 -0.25
C 2.77 -5.85 -3.53 0.03
N 2.85 -7.12 -2.90 -0.35
C 1.86 -7.14 -1.88 0.03
C 0.88 -6.08 -1.42 -0.25
C 0.41 -2.87 -0.61 0.15
B 1.84 -3.07 0.15 1.10
N 3.09 -2.31 -0.19 -1.14
O 1.94 -4.07 1.20 -0.88
H -3.07 -2.33 1.12 0.22
H -3.20 -1.20 2.56 0.24
H -2.83 -3.03 2.81 0.25
H -0.52 -2.81 1.98 0.22
H 0.45 -0.52 0.96 0.25
H -1.37 -0.10 0.67 0.28
H -2.71 -1.42 -1.29 0.29
H 1.96 -3.71 -3.91 0.26
H 3.52 -5.72 -4.40 0.23
H 1.80 -8.14 -1.32 0.23
H 0.17 -6.29 -0.54 0.26
H 3.86 -3.00 -0.18 0.41
H 3.31 -1.68 0.61 0.40
H 2.42 -3.59 1.92 0.51
C -0.85 6.10 2.96 -0.25
O -1.33 6.37 1.65 -0.55
C -0.32 6.85 0.77 -0.07
C 0.05 5.79 -0.28 -0.24
N 0.77 4.68 0.33 -0.62
C 0.90 3.50 -0.54 -0.25
C -0.39 2.82 -1.02 -0.09
O -1.14 2.16 0.00 -0.58
C -1.96 3.02 0.78 -0.25
H -1.72 5.95 3.61 0.20
H -0.25 5.19 2.99 0.15
H -0.27 6.94 3.36 0.18
H 0.57 7.21 1.30 0.18
H -0.75 7.71 0.24 0.19
H 0.67 6.25 -1.05 0.20
H -0.89 5.46 -0.74 0.17
H 0.29 4.39 1.18 0.35
H 1.47 2.76 0.03 0.19
H 1.51 3.77 -1.40 0.20
H -0.10 2.03 -1.72 0.18
H -1.04 3.50 -1.60 0.18
H -2.38 3.84 0.19 0.19
H -1.40 3.41 1.64 0.17
H -2.79 2.43 1.18 0.18

---

# 2
57
Properties=species:S:1:pos:R:3:mulliken_spin:R:1 method="wB97M-V/def2-TZVPD" total_energy_ev=-85399.93954 charge=0 multiplicity=7
C 3.48 1.32 -1.94 0.00
C 2.58 0.82 -0.95 0.00
N 1.56 -0.06 -1.31 0.02
C 1.58 -0.55 -2.57 0.00
C 2.58 -0.25 -3.50 0.00
C 3.52 0.72 -3.18 0.00
C 2.71 1.31 0.38 0.00
P 1.67 0.81 1.79 0.01
Tb -0.02 -1.03 0.35 5.95
P -1.18 -1.17 -2.26 0.02
C 0.52 -1.58 -2.95 0.01
C -2.01 -0.46 1.84 -0.02
C -1.92 -1.08 3.08 0.01
C -3.06 -1.09 3.93 0.00
C -4.25 -0.48 3.51 0.00
C -4.32 0.15 2.25 0.00
C -3.16 0.19 1.44 -0.01
O 2.05 4.73 -0.40 0.00
O -1.89 4.15 0.91 0.00
H 4.16 2.12 -1.61 0.00
H 2.58 -0.78 -4.44 0.00
H 4.29 1.01 -3.89 0.00
C 2.93 -0.20 2.66 0.00
C 1.32 2.19 2.92 0.00
H 0.40 -1.65 -4.05 0.00
H 0.79 -2.58 -2.54 0.00
H 1.83 3.81 -0.03 0.00
H 3.45 2.12 0.53 0.00
C -2.04 -2.73 -2.56 0.00
C -1.82 -0.07 -3.54 0.00
H -0.99 -1.55 3.41 0.00
H -2.99 -1.58 4.90 0.00
H -5.13 -0.51 4.17 0.00
H -5.26 0.63 1.93 0.00
H -3.22 0.72 0.47 0.00
H -0.97 0.59 -0.27 0.02
H -1.81 3.54 1.69 0.00
H -1.12 3.89 0.36 0.00
H 1.47 4.70 -1.19 0.00
H -1.44 0.49 -0.87 -0.02
H 3.61 0.53 3.13 0.00
H 2.50 -0.89 3.41 0.00
H 3.48 -0.78 1.90 0.00
H 2.24 2.65 3.29 0.00
H 0.68 2.95 2.47 0.00
H 0.78 1.79 3.80 0.00
H -1.97 -0.63 -4.47 0.00
H -2.78 0.34 -3.20 0.00
H -1.13 0.77 -3.72 0.00
H -2.29 -2.80 -3.63 0.00
H -1.44 -3.59 -2.24 0.00
H -2.96 -2.70 -1.97 0.00
O 0.69 -4.33 -0.72 0.00
Cl 0.50 -3.72 0.55 0.00
O -0.88 -3.00 0.58 0.01
O 0.57 -4.63 1.62 0.00
O 1.52 -2.59 0.76 0.02

---

# 3
58
Properties=species:S:1:pos:R:3:nbo_charge:R:1 method="wB97M-V/def2-TZVPD" total_energy_ev=-39882.40789 charge=0 multiplicity=1 smiles="COCCOCC(=O)NC[C@@]1(OC)CCN(C(=O)CCCn2c(O)nnc2O)C1"
C -1.18 3.91 -4.51 -0.25
O -0.65 3.48 -3.26 -0.56
C -1.46 3.87 -2.16 -0.08
C -1.10 3.04 -0.96 -0.09
O 0.28 3.26 -0.70 -0.54
C 0.98 2.53 0.26 -0.14
C 0.26 1.46 1.09 0.66
O -0.68 0.79 0.70 -0.64
N 0.85 1.26 2.30 -0.61
C 0.54 0.12 3.13 -0.27
C 1.65 -0.94 3.08 0.27
O 2.93 -0.34 3.25 -0.54
C 3.18 0.18 4.55 -0.26
C 1.36 -2.09 4.05 -0.45
C 0.37 -2.97 3.29 -0.21
N 0.71 -2.72 1.89 -0.44
C 0.09 -3.45 0.92 0.69
O -0.72 -4.32 1.21 -0.63
C 0.41 -3.13 -0.52 -0.49
C -0.64 -2.17 -1.08 -0.40
C -0.46 -1.97 -2.58 -0.21
N -1.42 -1.02 -3.11 -0.41
C -1.27 0.33 -3.30 0.62
O -0.07 0.88 -3.15 -0.70
N -2.39 0.91 -3.61 -0.40
N -3.36 -0.10 -3.63 -0.37
C -2.76 -1.20 -3.33 0.60
O -3.29 -2.43 -3.22 -0.67
C 1.67 -1.64 1.72 -0.23
H -0.48 3.61 -5.28 0.19
H -2.15 3.44 -4.69 0.20
H -1.28 5.00 -4.51 0.17
H -1.31 4.94 -1.97 0.17
H -2.52 3.69 -2.40 0.20
H -1.72 3.36 -0.11 0.18
H -1.31 1.99 -1.15 0.21
H 1.80 1.99 -0.23 0.20
H 1.44 3.24 0.96 0.18
H 1.70 1.76 2.50 0.40
H 0.38 0.45 4.16 0.20
H -0.39 -0.31 2.77 0.25
H 4.19 0.57 4.53 0.20
H 2.49 0.98 4.81 0.16
H 3.12 -0.60 5.31 0.18
H 2.29 -2.63 4.23 0.22
H 0.97 -1.76 5.01 0.22
H 0.47 -4.03 3.53 0.22
H -0.67 -2.70 3.49 0.20
H 1.42 -2.71 -0.63 0.21
H 0.38 -4.08 -1.06 0.23
H -1.63 -2.59 -0.89 0.23
H -0.60 -1.21 -0.58 0.23
H 0.53 -1.57 -2.80 0.22
H -0.58 -2.91 -3.12 0.21
H -0.19 1.86 -3.21 0.53
H -4.23 -2.34 -3.41 0.51
H 1.38 -0.97 0.91 0.22
H 2.68 -2.01 1.53 0.21

---

# 4
59
Properties=species:S:1:pos:R:3:mulliken_spin:R:1 method="wB97M-V/def2-TZVPD" total_energy_ev=-50233.53047 charge=+1 multiplicity=4
Re -0.37 -0.38 -1.02 2.58
C 1.89 0.21 5.11 0.00
C 2.57 -0.18 3.81 0.00
N 2.39 0.81 2.76 0.01
C 1.26 0.92 2.01 0.00
S 0.95 2.39 1.21 0.02
N 0.47 -0.14 2.01 0.02
N -0.57 -0.09 1.14 0.01
C -1.77 -0.12 1.60 0.02
C -2.10 0.02 3.05 0.00
C -2.83 -0.31 0.60 0.05
C -4.18 -0.34 0.93 -0.01
C -5.12 -0.52 -0.07 0.02
C -4.70 -0.67 -1.38 -0.01
C -3.35 -0.65 -1.65 0.00
N -2.43 -0.47 -0.69 -0.05
H 2.19 -0.45 5.92 0.00
H 0.81 0.15 5.02 0.00
H 2.15 1.23 5.40 0.00
H 2.18 -1.13 3.46 0.00
H 3.65 -0.31 3.96 0.00
H 2.87 1.69 2.88 0.00
H -1.21 0.31 3.59 0.00
H -2.47 -0.93 3.45 0.00
H -2.88 0.77 3.20 0.00
H -4.47 -0.23 1.96 0.00
H -6.17 -0.55 0.18 0.00
H -5.40 -0.83 -2.18 0.00
H -2.97 -0.81 -2.64 -0.01
N -1.09 3.42 -2.48 0.02
C -0.94 2.12 -2.38 0.03
O -0.70 1.63 -1.24 0.04
C -1.04 1.19 -3.55 -0.02
C -0.47 -0.19 -3.15 -0.03
H -1.00 3.99 -1.65 0.00
H -1.27 3.86 -3.37 0.00
H -0.57 1.63 -4.43 0.00
H -2.11 1.12 -3.78 0.00
H 0.55 -0.28 -3.53 0.01
H -1.03 -0.99 -3.62 0.03
O -1.80 -2.90 -2.23 0.01
N -0.94 -3.30 -1.47 0.02
O -0.63 -4.42 -1.22 0.02
O -0.15 -2.35 -0.89 0.06
C 2.60 -2.15 0.31 0.01
C 2.76 -1.31 -0.93 0.00
O 1.77 -0.23 -1.11 0.15
C 2.35 0.81 -1.98 0.02
C 3.50 1.58 -1.35 0.00
H 3.49 -2.77 0.38 0.00
H 1.74 -2.80 0.30 0.00
H 2.55 -1.51 1.19 0.00
H 2.74 -1.90 -1.85 0.00
H 3.71 -0.80 -0.87 0.00
H 1.54 1.50 -2.19 -0.02
H 2.64 0.31 -2.90 0.01
H 3.19 2.00 -0.40 0.00
H 3.75 2.40 -2.03 0.00
H 4.40 0.99 -1.23 0.00

---

Question: Which value of charge does entry 2 give?
Answer: 0